Entry 1:
Entry from the OMol25 dataset: a structure of composition C12H23N2O2P2PdS in a non-equilibrium geometry (ωB97M-V/def2-TZVPD).

Structure (XYZ):
```
43
Properties=species:S:1:pos:R:3:forces:R:3
Pd 0.3622 -0.0414 -0.0833 0.1 0.1 0.8
P -0.8268 0.4518 1.7996 -1.8 -0.1 1.8
C -1.5514 1.9802 1.3268 0.8 1.3 0.4
C -0.7846 2.7727 0.4548 0.7 0.8 -0.8
N 0.2536 2.1731 -0.2426 0.2 -0.2 -0.3
C 1.0141 2.8271 -1.1306 -0.4 0.3 -0.1
C 0.8473 4.2120 -1.3177 -0.4 -0.1 0.0
C -0.1907 4.8695 -0.6443 0.4 0.1 -0.1
C -1.0074 4.1629 0.2209 -0.5 -0.7 0.3
C 1.9364 2.0074 -2.0457 -0.3 0.1 1.0
P 1.2720 0.2956 -2.1357 0.6 1.1 -3.0
H -1.8728 4.6151 0.7047 0.3 0.1 -0.1
H 1.4596 4.7291 -2.0499 0.0 0.0 0.2
H -0.3676 5.9365 -0.8054 0.1 -0.4 0.0
H 1.9584 2.4463 -3.0581 0.0 -0.2 0.3
H 2.9701 1.9358 -1.6662 -0.3 0.2 -0.1
H -5.9362 0.5813 -0.6513 -0.4 -0.4 -0.1
H -2.2617 2.5115 1.9779 0.0 -0.6 -0.3
H -2.9152 -1.6154 -3.6634 -0.3 0.2 -0.4
O -5.5965 1.4677 -0.7369 0.7 0.4 0.2
H -5.4943 1.6318 -1.6784 -0.3 0.0 -0.1
H -0.1720 -1.6180 0.2130 -0.5 0.3 -0.4
O -2.9743 -2.5357 -3.4026 0.4 0.1 0.3
H -2.4099 -2.5645 -2.6235 -0.2 -0.3 0.1
C 0.1526 0.2592 -3.5605 -0.5 -0.1 0.5
H 0.7344 0.6137 -4.4257 -0.2 -0.1 0.1
H -0.1962 -0.7740 -3.7186 0.1 0.4 -0.1
H -0.7127 0.9109 -3.3781 0.2 -0.1 -0.2
C 2.6366 -0.7752 -2.6158 0.2 -0.2 0.7
H 2.3439 -1.8229 -2.4593 0.3 0.2 -0.3
H 2.8424 -0.5915 -3.6814 0.0 -0.1 0.2
H 3.5114 -0.5255 -2.0004 -0.1 -0.3 -0.2
C 0.0807 0.4786 3.3683 0.8 0.3 -0.5
H -0.6472 0.5764 4.1835 -0.1 0.0 -0.2
H 0.6382 -0.4616 3.4869 -0.2 0.3 0.1
H 0.7759 1.3248 3.3744 -0.1 -0.2 0.2
C -2.1426 -0.7444 2.0662 0.1 -0.1 -0.7
H -1.7090 -1.7508 2.0953 -0.3 0.1 0.2
H -2.6046 -0.4981 3.0291 -0.1 -0.1 -0.1
H -2.8614 -0.6481 1.2428 0.0 -0.2 0.3
S 0.9295 -2.5738 -0.0336 1.0 -1.4 1.7
C 1.1744 -2.6474 1.6313 0.4 -0.8 0.6
N 1.3659 -2.7887 2.7948 -0.4 0.4 -1.9
```
Forces are in eV/Å.

The orbital gap (alpha / beta) is 0.267 / 0.092 Ha. For the energy above the lowest of the compared OMol25 structures with the same formula, charge and spin, the calculation gives 317.1 kJ/mol. As for the total charge: +3. For the electronic energy, the calculation gives -1938.5307 Eh. The calculation puts the HOMO energy (alpha / beta) at -18.13 / -18.13 eV. For the strongest force on any atom, the calculation gives 0.0633 hartree/bohr. The spin multiplicity is 5.

Entry 2:
Entry from the OMol25 dataset: a structure of composition C6H17LiO5 in a non-equilibrium geometry (ωB97M-V/def2-TZVPD).

Structure (XYZ):
```
29
Properties=species:S:1:pos:R:3:forces:R:3
Li 0.3388 0.7813 0.0910 12.2 7.9 2.6
C 1.4308 -1.0173 0.6142 2.0 -3.2 0.5
C 2.3487 -0.0910 -0.1326 0.5 2.1 -1.1
O 1.8667 1.2327 -0.2254 1.7 -0.5 -0.6
H 1.7505 -2.0572 0.6811 0.5 -0.3 -0.7
H 0.3956 -1.0124 0.2728 1.4 -0.9 0.6
H 1.4658 -0.6800 1.6501 2.5 -2.5 -1.3
H 2.4851 -0.4460 -1.1541 0.2 -0.7 -0.5
H 3.3476 -0.0536 0.3020 0.3 -0.5 0.3
C -1.2413 2.1099 1.1277 -0.6 1.2 1.6
C -0.9915 0.7817 1.8533 -1.2 1.4 1.1
O 0.3240 0.4128 1.6417 -2.6 3.6 5.3
O -0.7984 2.0868 -0.2006 -0.4 5.6 -0.3
H -0.7485 2.9030 1.6902 0.5 -0.1 0.0
H -2.2772 2.4489 1.1422 -0.5 -0.6 0.2
H -1.6411 0.0279 1.4085 -0.4 -0.3 1.3
H -1.1168 0.9826 2.9173 -0.7 -0.2 0.0
H 0.6798 -0.1563 2.3281 -1.2 0.8 0.7
H -0.6115 3.0094 -0.3887 0.4 0.3 -0.3
C -0.8757 -1.8625 -1.5282 -0.1 -0.9 -0.7
C -0.4840 -0.4014 -1.6142 -1.3 -0.2 0.9
O -0.7090 0.1725 -0.2919 -13.7 -12.3 -7.8
O -0.7139 -2.4850 -2.7915 -0.1 0.0 -0.3
H -1.9193 -2.0260 -1.2597 -0.1 0.4 0.0
H -0.2957 -2.4404 -0.8086 0.1 0.4 0.3
H -1.1755 0.1553 -2.2467 0.5 -0.2 -0.7
H 0.5746 -0.2997 -1.8530 -0.2 0.4 -0.2
H -1.6366 0.4161 -0.2479 0.0 -0.5 -0.7
H 0.2279 -2.4921 -2.9772 0.1 -0.1 -0.2
```
Forces are in eV/Å.

The orbital gap is 0.253 Ha. For the energy above the lowest of the compared OMol25 structures with the same formula, charge and spin, the calculation gives 664.8 kJ/mol. For the electronic energy, the calculation gives -622.1599 Eh. The calculation puts the HOMO energy at -6.79 eV. For the strongest force on any atom, the calculation gives 0.3883 hartree/bohr. The spin multiplicity is 1.

Entry 3:
Entry from the OMol25 dataset: the molecule C5H8N2 (ωB97M-V/def2-TZVPD).

Structure (XYZ):
```
15
Properties=species:S:1:pos:R:3:forces:R:3
C -2.4695 0.0247 -0.2354 0.0 0.1 0.0
N -1.0317 0.0620 0.0629 -0.4 -0.3 0.5
C -0.5218 -0.5407 1.1677 -0.2 -0.2 0.1
N 0.7794 -0.5201 1.2244 -0.2 0.1 -0.4
C 1.1743 0.1286 0.0745 0.1 -0.2 -0.2
C 2.6578 0.0873 -0.2252 -0.2 0.1 -0.1
C 0.0589 0.5261 -0.6519 0.6 0.0 0.1
H -2.6649 -0.3225 -1.2553 0.2 0.2 0.1
H -2.9607 -0.6895 0.4439 0.4 0.2 -0.2
H -2.9627 0.9896 -0.0756 0.3 0.0 -0.1
H -1.1620 -1.0147 1.8952 -0.1 0.0 0.0
H 3.2373 0.3720 0.6635 -0.2 0.0 -0.3
H 2.9538 -0.9479 -0.4648 -0.2 0.3 0.1
H 2.9473 0.7175 -1.0691 -0.1 0.0 0.1
H -0.0356 1.1275 -1.5547 0.0 -0.4 0.3
```
Forces are in eV/Å.

The orbital gap is 0.342 Ha. For the energy above the lowest of the compared OMol25 structures with the same formula, charge and spin, the calculation gives 22.7 kJ/mol. For the electronic energy, the calculation gives -304.8269 Eh. The calculation puts the HOMO energy at -8.42 eV. For the strongest force on any atom, the calculation gives 0.0133 hartree/bohr. The spin multiplicity is 1.

Entry 4:
Entry from the OMol25 dataset: the molecule C4H7N in a non-equilibrium geometry (ωB97M-V/def2-TZVPD).

Structure (XYZ):
```
12
Properties=species:S:1:pos:R:3:forces:R:3
N 1.6339 -0.1859 -0.7201 -0.3 -0.5 0.3
C 0.2685 -0.2348 -0.3857 0.6 -0.1 -0.5
C -0.6628 -0.7041 -1.2258 -0.9 -0.5 0.8
C -0.9227 1.2006 1.2294 -0.1 -0.6 -0.4
C -0.0966 0.1701 0.9819 0.2 1.8 0.0
H 1.8534 -0.8864 -1.4153 0.2 0.1 -0.1
H 2.2293 -0.2946 0.0901 0.1 0.1 -0.1
H -1.6888 -0.6633 -0.8781 0.1 0.0 0.0
H -0.5169 -1.4155 -2.0300 0.5 0.6 -0.4
H -1.4744 1.3545 2.1481 0.7 0.2 0.4
H -1.1549 1.8948 0.4315 -0.5 -0.3 -0.2
H 0.5318 -0.2354 1.7739 -0.7 -0.7 0.1
```
Forces are in eV/Å.

The orbital gap is 0.344 Ha. For the energy above the lowest of the compared OMol25 structures with the same formula, charge and spin, the calculation gives 149.4 kJ/mol. For the electronic energy, the calculation gives -211.3038 Eh. The calculation puts the HOMO energy at -8.34 eV. For the strongest force on any atom, the calculation gives 0.0349 hartree/bohr. The spin multiplicity is 1.

Entry 5:
Entry from the OMol25 dataset: the ion C5H10N7 with charge +1 in a non-equilibrium geometry (ωB97M-V/def2-TZVPD).

Structure (XYZ):
```
22
Properties=species:S:1:pos:R:3:forces:R:3
C 0.9877 0.9366 -0.3025 -1.6 -0.4 0.6
C 2.1942 0.3378 0.0025 -0.8 -0.6 0.4
C 0.7260 -1.2896 -0.1099 -1.5 -2.0 -0.1
C 0.1865 2.0589 -0.1681 -3.6 -0.8 -1.0
C -2.0699 0.0432 1.1847 2.9 -0.5 2.2
N 1.9652 -1.0433 0.1287 2.5 1.4 -0.4
N -1.1395 1.7215 -0.1090 1.6 3.3 -0.7
N 0.0050 -0.1476 -0.3412 1.4 0.3 0.3
N 3.3802 0.9341 0.1740 0.2 -3.4 -0.4
N 0.2473 -2.5930 -0.1914 3.3 0.1 0.3
N -2.1254 -0.3062 -1.0843 -1.7 -0.8 0.7
N -1.3262 0.3403 -0.1038 0.5 -1.4 -0.3
H 0.3286 3.1214 -0.3310 0.5 -0.1 0.6
H -2.6575 0.8850 1.5010 -0.5 0.3 -0.6
H -2.5229 -0.9221 1.1959 -0.6 -0.5 -0.6
H -1.2680 -0.0446 1.9588 -0.5 0.3 -0.5
H 3.5156 1.8625 0.3888 -0.1 2.2 0.3
H 4.1707 0.3196 0.3225 -0.1 0.1 0.1
H 1.0720 -3.2555 -0.4312 -2.0 1.5 0.8
H -0.5315 -2.7369 -0.7713 -1.2 -0.1 -0.7
H -3.1123 -0.1591 -0.8818 0.2 0.1 0.4
H -2.0259 -0.0631 -2.0313 1.2 1.1 -1.3
```
Forces are in eV/Å.

The orbital gap is 0.300 Ha. For the energy above the lowest of the compared OMol25 structures with the same formula, charge and spin, the calculation gives 488.9 kJ/mol. As for the total charge: +1. For the electronic energy, the calculation gives -579.4503 Eh. The calculation puts the HOMO energy at -12.04 eV. For the strongest force on any atom, the calculation gives 0.0739 hartree/bohr. The spin multiplicity is 1.

Entry 6:
Entry from the OMol25 dataset: the ion CN5O2 with charge -1 in a non-equilibrium geometry (ωB97M-V/def2-TZVPD).

Structure (XYZ):
```
8
Properties=species:S:1:pos:R:3:forces:R:3
C -0.5112 0.9409 -0.1022 0.1 0.9 -0.8
N 1.8493 0.5842 0.0980 2.4 3.6 -0.2
N 0.6032 1.4062 -0.1603 1.1 2.2 -0.1
N 1.3714 -1.6408 0.0930 -0.1 -2.2 -0.6
N 1.7213 -0.5755 0.0121 -1.6 -2.1 0.9
N -1.3835 0.0096 -0.0142 -1.2 -1.9 -0.2
O -1.8429 -0.1606 1.1435 -0.7 -0.6 0.2
O -1.8077 -0.5640 -1.0699 0.0 0.2 0.8
```
Forces are in eV/Å.

The orbital gap is 0.290 Ha. For the energy above the lowest of the compared OMol25 structures with the same formula, charge and spin, the calculation gives 723.7 kJ/mol. As for the total charge: -1. For the electronic energy, the calculation gives -462.1596 Eh. The calculation puts the HOMO energy at -3.65 eV. For the strongest force on any atom, the calculation gives 0.0832 hartree/bohr. The spin multiplicity is 1.

> Which formula does entry 4 have?

C4H7N